Record 1
Below is a 2-piece molecular cluster, C3HClO2 overall at a distorted geometry, with properties calculated with wB97M-V/def2-TZVPD.

```
7
Properties=species:S:1:pos:R:3:forces:R:3:mulliken_charge:R:1
C 0.2250 -0.0880 1.2738 -0.2 -1.0 2.0 -0.41
C 1.2150 0.3913 0.5286 -2.1 -0.3 1.9 0.58
C -1.1221 0.3316 -1.7268 0.3 1.4 -0.3 0.12
O -1.5020 -0.2038 -2.6354 -0.4 -0.6 -0.6 -0.18
O 1.8902 0.9366 -0.2033 1.7 0.7 -1.2 -0.27
Cl -0.8044 -1.1406 0.3330 -0.1 -1.0 1.0 -0.15
H 0.0983 -0.2272 2.4301 0.8 0.7 -2.7 0.30
```
Positions in Å, forces in eV/Å.

The calculation puts the LUMO energy at 0.1 eV. As for the energy relative to the best compared isomer or geometry (same formula, charge and spin): 6.56 kcal/mol. Its frontier orbital gap is 9.22 eV. The HOMO energy is -0.336 Ha.

Record 2
Below is a 2-piece molecular cluster, C3HF5I2 overall at a distorted geometry, with properties calculated with wB97M-V/def2-TZVPD.

```
11
Properties=species:S:1:pos:R:3:forces:R:3:mulliken_charge:R:1
C -0.5041 0.3647 -0.0640 -1.2 0.8 1.6 -0.07
C 0.5097 1.2638 -0.4663 1.8 0.7 0.2 0.22
C 2.5479 0.2526 0.9012 -2.4 -0.3 -1.9 0.30
F -0.6084 0.2907 1.2980 -0.3 -0.1 -0.8 -0.21
F 0.6670 2.4992 -0.0188 -0.5 -0.4 0.0 -0.24
F 0.7410 1.2021 -1.7575 0.4 0.1 -0.4 -0.20
F 1.9160 -0.6305 1.6739 1.0 0.3 0.0 -0.17
F 3.0076 1.2726 1.5390 0.5 0.4 0.9 -0.17
I -2.5552 1.2133 -0.8667 0.9 -0.5 0.3 -0.04
I 3.6412 -0.4305 -0.7385 0.3 -0.2 0.3 0.15
H -0.3050 -0.5761 -0.5245 -0.5 -0.8 -0.3 0.43
```
Positions in Å, forces in eV/Å.

The calculation puts the LUMO energy (alpha / beta) at -0.9 / -1.5 eV. As for the energy relative to the best compared isomer or geometry (same formula, charge and spin): 71.91 kcal/mol. Its frontier orbital gap (alpha / beta) is 7.78 / 7.15 eV. The HOMO energy (alpha / beta) is -0.320 / -0.319 Ha.

Record 3
Below is an isolated ion of composition C3HF6O3S and charge -1 at a distorted geometry, with properties calculated with wB97M-V/def2-TZVPD.

```
14
Properties=species:S:1:pos:R:3:forces:R:3:mulliken_charge:R:1
C 0.0410 0.8660 -0.5560 -3.3 -0.9 1.6 0.04
C -0.2095 0.6064 0.9479 0.7 0.3 0.3 0.88
C -1.6841 0.9608 1.4245 2.6 2.3 -1.1 0.58
O 2.2656 -2.1963 1.5782 0.0 -3.9 0.2 -0.51
O 2.6675 -0.2773 0.2166 0.0 0.4 -1.2 -0.56
O 0.1497 -0.6256 1.3282 -0.4 1.6 -0.3 -0.71
F -0.5154 2.0343 -0.9307 -0.1 0.4 -0.8 -0.29
F -0.5463 -0.1748 -1.2350 0.0 0.6 -0.4 -0.29
F 0.6121 1.6772 1.5318 -0.6 -0.7 -0.1 -0.40
F -2.3519 -0.1124 1.2775 -2.3 -2.0 0.3 -0.24
F -1.7102 1.4587 2.6496 0.0 -0.8 1.4 -0.29
F -2.2821 1.9687 0.7272 -0.2 -0.5 -0.5 -0.28
S 2.1639 -0.8086 1.4576 0.3 3.4 1.4 0.64
H 1.0324 0.8933 -0.7412 3.3 -0.1 -0.7 0.43
```
Positions in Å, forces in eV/Å.

The calculation puts the LUMO energy at 3.8 eV. The charge is -1. As for the energy relative to the best compared isomer or geometry (same formula, charge and spin): 0.00 kcal/mol. Its frontier orbital gap is 9.09 eV. The HOMO energy is -0.196 Ha.

Record 4
Below is C3HFIrO2 as an isolated structure at a distorted geometry, with properties calculated with wB97M-V/def2-TZVPD.

```
8
Properties=species:S:1:pos:R:3:forces:R:3:mulliken_charge:R:1
F -1.6333 0.5796 0.9089 -1.2 -1.4 -4.1 -0.09
O 0.0749 -1.2507 -0.2005 -2.2 1.8 -2.1 -0.06
O 1.8463 0.0451 0.3176 -2.7 -1.1 -0.6 -0.32
C -0.7447 -0.4369 -0.9008 3.8 -4.9 -0.8 0.35
C -1.7887 0.2352 -0.4830 -1.1 5.1 5.6 0.26
C 0.9964 -0.7581 0.6069 1.9 0.0 1.4 0.45
H -2.3542 0.9693 -1.0510 -0.8 -0.4 0.0 0.39
Ir 3.6033 0.6165 0.8019 2.3 0.9 0.6 1.01
```
Positions in Å, forces in eV/Å.

The calculation puts the LUMO energy (alpha / beta) at -10.3 / -14.2 eV. The charge is +2. As for the energy relative to the best compared isomer or geometry (same formula, charge and spin): 22.38 kcal/mol. The multiplicity is 6. Its frontier orbital gap (alpha / beta) is 8.92 / 4.53 eV. The HOMO energy (alpha / beta) is -0.706 / -0.688 Ha.

Record 5
Below is a 2-piece molecular cluster, C3HFO3 overall at a distorted geometry, with properties calculated with wB97M-V/def2-TZVPD.

```
8
Properties=species:S:1:pos:R:3:forces:R:3:mulliken_charge:R:1
C 1.6395 0.8538 -0.0797 0.6 -2.1 2.2 0.78
C -0.9014 0.8267 -0.3073 -0.3 1.8 0.6 0.66
C -0.1353 0.2823 -1.2246 -0.9 1.9 -1.6 -0.49
O 1.5767 0.0276 0.7397 0.1 -0.3 0.7 -0.43
O -1.2859 1.4176 0.5988 -0.6 -0.1 0.5 -0.30
O 1.9180 1.6991 -0.7830 1.0 2.7 -1.9 -0.35
F 0.1034 0.8781 -2.4034 -0.2 0.3 -0.3 -0.23
H -0.2672 -0.7026 -1.2659 0.2 -4.2 -0.3 0.36
```
Positions in Å, forces in eV/Å.

The calculation puts the LUMO energy at -0.3 eV. As for the energy relative to the best compared isomer or geometry (same formula, charge and spin): 31.05 kcal/mol. Its frontier orbital gap is 9.57 eV. The HOMO energy is -0.362 Ha. Its SMILES is O=C=CF.O=C=O.

Record 6
Below is C3HFO3Sr as an isolated structure at a distorted geometry, with properties calculated with wB97M-V/def2-TZVPD.

```
9
Properties=species:S:1:pos:R:3:forces:R:3:mulliken_charge:R:1
O -0.9617 0.9268 0.7750 -0.2 0.2 0.7 -0.30
C -1.5288 0.4632 -0.3311 -1.4 1.3 -0.5 0.67
C 0.3728 0.4252 0.8330 -0.8 -2.1 0.0 -0.08
O -2.6168 0.7853 -0.7417 0.6 -0.4 0.3 -0.58
O -0.6603 -0.3047 -1.0084 0.8 -1.4 0.8 -0.19
C 0.4775 -0.5587 -0.1945 0.5 5.3 -1.8 -0.60
H 0.6651 0.1987 1.8612 0.2 0.3 -0.2 0.29
Sr 2.7530 0.2131 -0.8413 -1.6 -1.8 0.6 1.40
F 1.4993 -2.1490 -0.3522 1.7 -1.5 0.1 -0.61
```
Positions in Å, forces in eV/Å.

The calculation puts the LUMO energy (alpha / beta) at -1.8 / -1.8 eV. Its frontier orbital gap (alpha / beta) is 4.40 / 4.40 eV. The HOMO energy (alpha / beta) is -0.227 / -0.227 Ha.